(1)
The following is a quantum chemistry calculation of one molecule with the formula C20H30FN3O2S, from the OMol25 dataset.

XYZ file:
```
57
Properties=species:S:1:pos:R:3:lowdin_charge:R:1
C 3.06352 3.22855 -1.53533 -0.11
O 3.05652 2.13135 -2.41746 -0.18
C 2.87067 0.86639 -1.82823 -0.23
C 4.14341 0.18460 -1.30387 -0.13
H 4.93828 0.32102 -2.03772 0.12
H 3.93402 -0.88365 -1.21989 0.11
C 4.64323 0.67049 0.06392 -0.17
N 3.61448 0.62332 1.07880 0.06
C 3.27241 -0.51820 1.69640 -0.49
O 3.84386 -1.58015 1.55508 0.06
C 2.01760 -0.37515 2.57481 -0.12
N 0.84388 -0.47725 1.73476 0.03
C 0.31168 0.56413 1.06201 -0.74
N -0.61475 0.32679 0.10984 -0.06
C -1.29909 1.44506 -0.52522 -0.13
C -2.69920 1.58386 0.01084 -0.14
C -2.92045 2.05420 1.30041 -0.03
C -4.20036 2.14305 1.81619 -0.08
C -5.28977 1.76395 1.04877 -0.08
C -5.09848 1.29419 -0.23824 -0.01
C -3.81062 1.20903 -0.73225 -0.23
F -3.63497 0.73394 -1.98999 0.05
H -5.92626 0.99257 -0.86041 0.12
H -6.28921 1.83427 1.44940 0.10
H -4.34899 2.51226 2.81922 0.10
H -2.07238 2.35479 1.89657 0.09
H -1.30903 1.28299 -1.60611 0.13
H -0.73212 2.35432 -0.31041 0.06
C -1.11734 -0.98827 -0.28630 -0.28
C -0.06452 -1.87697 -0.96205 -0.13
C -0.75839 -3.10861 -1.54187 -0.19
C -1.50488 -3.86808 -0.44811 -0.20
C -2.53844 -2.96867 0.22521 -0.19
C -1.86702 -1.73419 0.82406 -0.13
H -2.61737 -1.06892 1.25831 0.12
H -1.20107 -2.04741 1.62900 0.11
H -3.05839 -3.51987 1.01051 0.11
H -3.28157 -2.65585 -0.51156 0.12
H -2.00055 -4.73948 -0.87870 0.11
H -0.79181 -4.22638 0.29817 0.12
H -0.01719 -3.75955 -2.00813 0.11
H -1.46536 -2.79830 -2.31422 0.12
H 0.42472 -1.30913 -1.75641 0.12
H 0.71484 -2.21004 -0.27411 0.11
H -1.86111 -0.77791 -1.06077 0.14
S 0.79928 2.12167 1.44326 0.73
H 0.65814 -1.40677 1.39386 0.10
H 2.00481 0.58683 3.08998 0.08
H 1.99160 -1.18950 3.30060 0.13
H 3.00608 1.42896 1.18572 0.03
H 5.45303 0.00941 0.38593 0.12
H 5.02117 1.69147 0.00992 0.11
H 2.11645 0.92680 -1.03101 0.09
H 2.46625 0.24684 -2.63602 0.12
H 2.89922 4.11336 -2.14899 0.09
H 2.26086 3.15222 -0.79396 0.05
H 4.02068 3.33562 -1.01423 0.08
```

The calculation puts the HOMO energy at -8.46 eV. Its SMILES is COCCCNC(=O)CNC(=S)N(Cc1ccccc1F)C1CCCCC1. Its LUMO energy is 0.6673 eV.

(2)
The following is a quantum chemistry calculation of C6H9NO2S as an isolated structure in a non-equilibrium geometry, from the OMol25 dataset.

XYZ file:
```
19
Properties=species:S:1:pos:R:3:lowdin_charge:R:1
C -0.57833 1.02716 -0.11801 -0.25
C 0.96143 -2.44595 -0.11773 -0.53
C 0.33736 -3.22911 -1.02996 -0.23
C -0.99176 0.29922 -1.33480 -0.12
C -1.35876 1.81163 0.59547 -0.01
C 2.47747 -1.02373 1.02732 -0.12
N 1.86405 -1.53453 -0.19332 0.00
O -0.38277 -4.01007 -1.49597 0.19
O 0.99029 -3.44402 2.43980 -0.55
S 0.12154 -3.40090 1.25012 1.00
H -1.05040 -0.78927 -1.16097 0.06
H -0.22847 0.19869 -2.17457 0.11
H -1.92757 0.58726 -1.57511 0.03
H -2.50367 1.94177 0.35716 0.10
H -1.04708 2.36538 1.40218 0.01
H 0.50857 0.80226 0.07567 0.08
H 3.55195 -0.82383 0.79422 0.09
H 2.11905 0.01405 1.33166 0.09
H 2.27961 -1.73167 1.87034 0.06
```

The calculation puts the HOMO energy (spin up / spin down) at -8.26 / -9.02 eV. Its LUMO energy (spin up / spin down) is -1.5813 / -1.1131 eV.

(3)
The following is a quantum chemistry calculation of C41H58F3GeN4O3PSSe2Si3W as an isolated structure in a non-equilibrium geometry, from the OMol25 dataset.

XYZ file:
```
118
Properties=species:S:1:pos:R:3:mulliken_spin:R:1
W -0.04631 0.57838 0.61517 1.59
F -3.91902 -2.20464 3.53398 0.00
C -3.61923 -1.02693 4.11365 0.00
F -3.97107 -1.12473 5.39978 0.00
F -4.39736 -0.10025 3.55431 0.00
C -2.15207 -0.71027 3.97046 -0.02
C -1.30699 -0.65910 5.07821 0.01
C 0.06870 -0.39433 4.92570 0.00
C 0.55533 -0.17284 3.65679 0.04
N -0.28890 -0.22139 2.57689 0.03
C -1.60048 -0.47979 2.70330 0.06
S -2.37571 -0.48819 1.17012 0.00
H -1.71689 -0.82761 6.06194 0.00
H 0.73927 -0.35192 5.76876 0.00
H 1.60693 0.02340 3.45896 0.02
Se 2.28082 0.07930 0.39137 0.12
P 2.90123 2.00154 1.53005 0.01
Se 0.92016 2.72142 2.04395 -0.02
C 3.73677 1.14282 2.88960 0.04
C 3.65605 1.66393 4.17931 0.00
C 4.27934 1.01406 5.22975 0.00
C 4.98095 -0.15982 5.00243 0.00
C 5.06197 -0.68522 3.72166 0.00
C 4.44030 -0.03529 2.66743 -0.01
C 3.99512 3.31963 1.02181 0.01
C 3.46455 4.44389 0.38457 0.01
C 4.31201 5.42295 -0.10125 0.00
C 5.68549 5.27977 0.02058 0.00
C 6.21716 4.15658 0.63927 0.00
C 5.37901 3.17555 1.13385 0.00
H 3.09437 2.57279 4.35962 0.00
H 4.21538 1.42160 6.22836 0.00
H 5.46710 -0.66493 5.82409 0.00
H 5.60319 -1.60234 3.54503 0.00
H 4.49236 -0.45179 1.67267 0.01
H 2.39520 4.54921 0.28973 0.00
H 3.89930 6.30204 -0.57850 0.00
H 6.34426 6.04334 -0.36786 0.00
H 7.28733 4.04805 0.73541 0.00
H 5.79798 2.30639 1.62085 0.00
C 0.77982 2.25604 -4.63268 0.01
Si 0.09493 2.19450 -2.87776 0.17
C 1.41713 3.04343 -1.85770 0.01
C -1.40122 3.30271 -2.89181 0.04
Ge -0.41921 -0.04210 -1.85469 0.46
Si 1.85924 -0.93450 -3.10867 0.27
C 3.32202 0.19545 -2.98469 0.10
C 2.05898 -2.56016 -2.23840 0.09
C 1.48175 -1.12491 -4.92088 0.07
Si -1.84733 -1.22973 -3.46967 -0.01
C -1.41428 -3.04708 -3.58271 0.00
C -1.84721 -0.44150 -5.16939 0.03
C -3.63656 -1.20685 -2.88790 0.02
H 1.18725 3.26244 -4.72654 0.00
H 0.02319 2.14372 -5.40728 0.00
H 1.58253 1.55797 -4.85116 -0.01
H 1.72526 3.93731 -2.39790 0.00
H 2.30477 2.41428 -1.68537 0.00
H 1.04660 3.36107 -0.87456 -0.02
H -1.07865 4.24219 -3.34388 0.01
H -1.78120 3.50015 -1.89740 -0.02
H -2.21345 2.90167 -3.49302 0.00
H 3.69068 0.30762 -1.97396 -0.01
H 3.12335 1.18193 -3.39469 -0.02
H 4.09912 -0.27207 -3.59403 0.01
H 2.58600 -2.41194 -1.29763 -0.01
H 2.64458 -3.21650 -2.88303 0.02
H 1.10634 -3.03790 -2.02091 -0.02
H 0.90429 -0.30012 -5.33587 0.00
H 0.98253 -2.04757 -5.16974 0.00
H 2.45361 -1.12436 -5.41629 0.01
H -0.49419 -3.24848 -4.10762 0.00
H -2.21583 -3.55662 -4.11481 0.00
H -1.33412 -3.48423 -2.59067 0.00
H -1.41109 -1.11183 -5.90461 0.00
H -1.31142 0.51100 -5.22708 -0.01
H -2.88240 -0.25598 -5.45034 0.00
H -3.79705 -1.29813 -1.81991 0.00
H -4.12165 -2.05583 -3.37094 0.00
H -4.15619 -0.32254 -3.24201 0.00
C -3.28741 -4.72838 0.76643 0.00
C -3.25392 -3.59355 -0.24478 0.00
N -1.89392 -3.07843 -0.39031 0.00
C -0.89777 -3.29178 0.52411 0.00
N 0.00192 -2.37575 0.73063 -0.04
C 1.09849 -2.83461 1.58091 0.01
C 0.57510 -3.62491 2.77022 0.00
C -0.09120 -4.87730 2.24172 0.00
N -0.90907 -4.53421 1.08538 0.00
C -1.95867 -5.45620 0.68855 0.00
H -4.12406 -5.39406 0.56023 0.00
H -3.40758 -4.33241 1.77785 0.00
H -3.92185 -2.78536 0.06566 0.00
H -3.58462 -3.95169 -1.22431 0.00
H -1.85006 -2.11823 -0.72449 0.00
H 1.67429 -1.97230 1.92163 0.00
H 1.79376 -3.46128 1.00541 0.00
H -0.15352 -3.01153 3.31027 0.00
H 1.37676 -3.88630 3.45965 0.00
H -0.73242 -5.34207 2.99740 0.00
H 0.66463 -5.61596 1.94835 0.00
H -1.92196 -6.31508 1.35674 0.00
H -1.77994 -5.81828 -0.32955 0.00
O -3.16865 1.27575 -1.37371 -0.06
C -3.98653 2.13428 -0.67298 0.00
C -5.28597 2.40906 -1.09348 0.01
C -6.10418 3.22471 -0.33199 0.00
C -5.64362 3.76367 0.86899 0.00
C -4.36074 3.47262 1.28282 0.00
C -3.51393 2.67404 0.50910 0.03
C -2.16855 2.38370 1.05502 0.00
O -1.91956 2.46619 2.26222 0.00
O -1.19390 2.11013 0.15793 -0.04
H -3.64654 0.94332 -2.14704 0.00
H -5.65227 1.96989 -2.01242 0.00
H -7.10874 3.43114 -0.66966 0.00
H -6.28036 4.39461 1.46831 0.00
H -3.97795 3.85874 2.21563 0.00
```

Its net charge is +1. The calculation puts the HOMO energy (spin up / spin down) at -9.02 / -10.18 eV. Its expectation value of S² is 3.770. The spin multiplicity is 4. Its LUMO energy (spin up / spin down) is -2.9883 / -4.8043 eV.

(4)
The following is a quantum chemistry calculation of C4H11N3O as an isolated structure in a non-equilibrium geometry, from the OMol25 dataset.

XYZ file:
```
19
Properties=species:S:1:pos:R:3:lowdin_charge:R:1
C -2.25997 -0.72911 0.04871 -0.18
C -0.67340 -1.10373 0.33021 -0.25
C 1.47536 -0.88803 -0.54076 -0.27
C 1.98951 0.32365 0.23979 -0.23
H -2.51054 2.22161 -0.12352 0.08
H -1.18149 1.35325 0.40591 0.10
H -2.81092 -1.71480 0.38602 0.11
H -0.35004 -2.19239 0.39988 0.10
H -0.34979 -0.69103 1.37152 0.11
H 0.19103 0.71727 -0.77393 0.19
H 1.75420 -1.81095 0.25730 0.17
H 2.05129 -1.05211 -1.47290 0.10
H 1.71068 0.29722 1.33974 0.13
H 2.94884 0.57925 0.22324 0.07
H 1.60995 2.10314 -0.66868 0.11
N -2.01990 1.35271 -0.27347 -0.06
N -2.87288 0.33680 -0.26035 -0.07
N 0.05240 -0.64092 -0.89978 -0.12
O 1.24565 1.53817 0.01109 -0.11
```

The calculation puts the HOMO energy at -8.42 eV. Its LUMO energy is 0.5158 eV.

Let's list relative energy (zero: lowest compared OMol25 entry of this formula, charge and spin) in order: 4.03 547.36 179.74 637.82 kJ/mol.
Let's list calculated total energy in order: -1592.93506 -837.25020 -10896.32068 -398.31123 a.u..